Density functional theory data (wB97M-V/def2-TZVPD) for a structure of composition C29H59F2N2O28S2Zn at a distorted geometry.

Each line ends with the Mulliken charge.
Geometry (Å):
Zn1 -1.19 -3.16 5.59  0.76
N1 -1.44 -2.22 1.44  -0.10
S1 -2.59 -1.76 0.55  1.09
O1 -2.91 -2.44 -0.69  -0.42
O2 -2.95 -0.34 0.64  -0.42
F1 -3.74 -2.51 1.37  -0.28
S2 -0.34 -1.87 0.13  1.06
O3 -0.46 -0.53 -0.53  -0.44
O4 0.21 -2.96 -0.69  -0.44
F2 1.02 -1.61 1.05  -0.27
C1 -9.21 1.08 4.67  -0.80
O5 -10.43 1.09 5.45  -0.30
C2 -11.50 0.51 4.77  -0.52
C3 -11.76 -1.07 4.90  -0.47
O6 -11.90 -1.65 6.15  -0.31
C4 -10.67 -1.56 6.91  -0.28
C5 -10.81 -2.08 8.39  -0.64
O7 -10.76 -3.58 8.46  -0.35
C6 -9.66 -4.30 7.84  -0.55
H1 -8.93 0.17 4.13  0.34
H2 -8.38 1.13 5.37  0.29
H3 -9.05 1.91 3.99  0.34
H4 -11.70 0.83 3.75  0.46
H5 -12.37 0.93 5.27  0.32
H6 -10.86 -1.55 4.52  0.34
H7 -12.50 -1.41 4.17  0.45
H8 -10.43 -0.53 7.18  0.24
H9 -9.84 -1.98 6.34  0.43
H10 -11.81 -1.75 8.67  0.36
H11 -10.12 -1.56 9.06  0.37
H12 -8.77 -3.75 8.13  0.29
H13 -9.89 -4.19 6.78  0.22
H14 -9.56 -5.34 8.17  0.25
C7 -1.19 0.94 -12.84  -0.62
O8 -0.78 0.26 -11.64  -0.29
C8 0.20 0.81 -10.83  0.76
O9 0.71 1.96 -10.97  -0.57
O10 0.20 0.02 -9.74  -0.28
C9 1.21 0.22 -8.73  -0.63
H15 -2.05 1.57 -12.60  0.26
H16 -1.59 0.29 -13.62  0.24
H17 -0.34 1.53 -13.19  0.31
H18 0.81 0.89 -7.97  0.25
H19 2.14 0.48 -9.23  0.33
H20 1.37 -0.80 -8.38  0.24
C10 11.51 -7.21 0.83  -0.65
O11 10.45 -7.24 -0.13  -0.29
C11 9.66 -6.17 -0.22  0.79
O12 9.80 -5.10 0.47  -0.60
O13 8.71 -6.35 -1.21  -0.30
C12 8.10 -5.19 -1.80  -0.58
H21 11.05 -7.00 1.79  0.31
H22 12.38 -6.59 0.61  0.28
H23 11.85 -8.23 0.98  0.26
H24 7.14 -5.63 -2.08  0.20
H25 8.73 -4.92 -2.64  0.26
H26 7.97 -4.39 -1.07  0.32
C13 -7.19 7.19 -7.54  -0.67
O14 -6.38 6.83 -6.47  -0.28
C14 -5.48 5.89 -6.57  0.81
O15 -5.00 5.34 -7.58  -0.59
O16 -5.00 5.62 -5.35  -0.32
C15 -4.03 4.57 -5.06  -0.59
H27 -8.09 6.59 -7.68  0.29
H28 -6.66 7.29 -8.49  0.32
H29 -7.56 8.19 -7.32  0.25
H30 -3.87 4.49 -3.98  0.22
H31 -3.10 4.75 -5.59  0.28
H32 -4.44 3.61 -5.39  0.29
C16 3.74 3.75 6.86  -0.56
O17 3.07 2.56 6.45  -0.30
C17 1.67 2.50 6.45  0.77
O18 1.01 1.50 6.33  -0.57
O19 1.15 3.64 6.86  -0.33
C18 -0.27 3.68 6.94  -0.65
H33 3.53 3.91 7.91  0.28
H34 3.38 4.64 6.34  0.27
H35 4.80 3.66 6.62  0.25
H36 -0.74 4.62 7.22  0.27
H37 -0.69 2.78 7.38  0.28
H38 -0.53 3.69 5.88  0.29
C19 10.09 3.80 -4.42  -0.75
O20 9.80 3.94 -3.05  -0.29
C20 9.31 2.88 -2.36  0.73
O21 9.03 1.80 -2.77  -0.50
O22 9.33 3.19 -1.04  -0.30
C21 8.94 2.28 -0.14  -0.66
H39 9.28 3.27 -4.92  0.31
H40 10.99 3.31 -4.80  0.31
H41 9.92 4.73 -4.95  0.32
H42 7.85 2.15 -0.20  0.28
H43 9.07 2.54 0.91  0.25
H44 9.47 1.33 -0.19  0.29
C22 3.74 -7.31 4.14  -0.68
O23 4.38 -7.04 5.38  -0.30
C23 4.08 -5.96 6.07  0.81
O24 3.00 -5.34 5.88  -0.63
O25 5.06 -5.58 6.89  -0.28
C24 5.02 -4.36 7.66  -0.66
H45 2.65 -7.29 4.10  0.29
H46 3.94 -8.37 3.99  0.28
H47 4.03 -6.75 3.26  0.31
H48 4.29 -4.33 8.47  0.28
H49 4.79 -3.53 6.99  0.28
H50 5.96 -3.94 8.02  0.29
C25 3.66 5.98 -3.02  -0.62
O26 4.08 7.00 -3.88  -0.30
C26 3.12 7.91 -4.45  0.71
O27 1.96 7.93 -4.12  -0.53
O28 3.69 8.71 -5.34  -0.30
C27 4.97 8.50 -5.98  -0.59
H51 3.24 6.38 -2.10  0.28
H52 4.40 5.19 -2.87  0.24
H53 2.75 5.55 -3.44  0.30
H54 5.83 8.69 -5.33  0.27
H55 5.15 9.19 -6.80  0.26
H56 4.98 7.51 -6.44  0.30
C28 -5.13 -8.39 -1.97  -0.67
C29 -3.79 -8.90 -1.55  0.27
N2 -2.73 -9.30 -1.29  -0.35
H57 -5.96 -9.09 -1.97  0.28
H58 -5.07 -8.11 -3.02  0.25
H59 -5.22 -7.56 -1.27  0.22

Values from the calculation:
LUMO energy ... -10.2999 eV
Charge ... +1
Spin multiplicity ... 1